79
Properties=species:S:1:pos:R:3:mulliken_charge:R:1 method="wB97M-V/def2-TZVPD" e_lumo_ha=-0.038 homo_lumo_gap_ev=5.180 e_homo_ev=-6.2 multiplicity=1
C 2.067 3.939 2.515 -0.99
N 1.774 2.523 2.517 0.27
C 2.711 1.597 2.149 0.12
O 3.863 1.848 1.806 -0.71
C 2.045 0.220 2.234 0.17
C 2.668 -0.689 3.299 -0.57
C 4.147 -0.934 3.084 0.40
C 5.060 -0.634 4.101 -0.39
C 6.432 -0.744 3.864 -0.59
C 6.894 -1.211 2.626 -0.40
C 5.976 -1.576 1.632 -0.72
C 4.602 -1.450 1.866 -0.16
N 0.646 0.567 2.514 0.63
C -0.302 -0.378 2.660 0.40
C -1.665 -0.099 2.782 -0.18
C -2.680 -1.025 2.885 0.70
C -4.052 -0.653 2.792 0.52
C -5.070 -1.585 2.442 -0.41
C -6.413 -1.269 2.485 -0.74
C -6.838 0.009 2.860 1.16
C -8.299 0.282 3.022 -1.43
C -5.866 0.993 3.088 -1.05
C -4.513 0.688 3.020 -0.61
C 0.413 2.021 2.622 0.27
C -0.170 2.423 3.986 -1.55
C -0.430 2.576 1.459 -1.55
H 3.148 4.082 2.445 0.37
H 1.580 4.444 1.670 0.31
H 1.697 4.393 3.441 0.30
H 2.124 -0.268 1.243 0.24
H 2.514 -0.223 4.285 0.36
H 2.119 -1.644 3.294 0.36
H 4.679 -0.277 5.061 0.33
H 7.139 -0.458 4.645 0.36
H 7.966 -1.291 2.437 0.36
H 6.324 -1.949 0.667 0.36
H 3.874 -1.725 1.099 0.35
H 0.052 -1.413 2.652 0.57
H -1.945 0.951 2.756 -0.53
H -2.325 -2.200 2.880 -0.73
H -4.784 -2.573 2.109 0.53
H -7.150 -2.038 2.248 0.38
H -8.479 1.342 3.220 0.37
H -8.858 -0.009 2.126 0.34
H -8.712 -0.298 3.858 0.30
H -6.193 2.009 3.330 0.30
H -3.789 1.489 3.192 0.28
H 0.548 2.169 4.777 0.34
H -0.350 3.506 3.993 0.48
H -1.111 1.908 4.191 0.39
H 0.155 2.523 0.530 0.41
H -1.353 2.012 1.318 0.28
H -0.683 3.623 1.669 0.46
C -3.571 -1.724 7.684 -1.25
C -4.306 -2.280 6.501 -0.20
O -3.342 -2.369 5.422 -0.06
C -3.765 -3.187 4.443 -0.22
C -2.730 -3.276 3.346 0.92
F -3.251 -3.931 2.248 -0.40
S -1.300 -4.302 4.005 1.20
C -1.207 -5.790 2.999 0.18
C -1.177 -7.043 3.618 -0.29
C -1.137 -8.198 2.833 -0.54
C -1.131 -8.101 1.440 -0.44
C -1.139 -6.842 0.831 -0.69
C -1.146 -5.684 1.610 -0.21
O -0.140 -3.475 3.733 -0.58
O -1.589 -4.786 5.336 -0.72
O -4.840 -3.762 4.431 -0.64
H -4.275 -1.576 8.503 0.42
H -2.801 -2.427 8.015 0.29
H -3.098 -0.767 7.447 0.27
H -4.701 -3.282 6.707 0.34
H -5.124 -1.627 6.169 0.25
H -1.198 -7.108 4.704 0.43
H -1.115 -9.173 3.322 0.37
H -1.116 -9.001 0.824 0.37
H -1.142 -6.750 -0.255 0.36
H -1.122 -4.702 1.142 0.34

***

12
Properties=species:S:1:pos:R:3:mulliken_charge:R:1 method="wB97M-V/def2-TZVPD" e_above_lowest_kj_mol=263.69 e_lumo_ha="-0.055 / -0.055" homo_lumo_gap_ev="7.276 / 7.278" e_homo_ev="-8.8 / -8.8" multiplicity=1
C 0.504 -1.496 0.390 -0.17
C 0.654 0.647 -0.964 -0.88
C 0.182 -0.041 0.321 0.31
O 0.986 -2.046 -0.571 -0.46
S -2.277 -0.483 -0.163 -0.18
S 0.057 0.503 1.914 -0.17
H 0.395 -1.981 1.449 0.30
H 0.127 1.581 -1.138 0.36
H 1.698 0.809 -0.731 0.33
H 0.527 0.001 -1.848 0.31
H -2.191 0.805 -0.406 0.08
H -0.662 1.702 1.748 0.16

***

35
Properties=species:S:1:pos:R:3:mulliken_charge:R:1 method="wB97M-V/def2-TZVPD" e_above_lowest_kj_mol=111.77 e_lumo_ha="-0.402 / -0.408" homo_lumo_gap_ev="5.372 / 5.211" total_charge=+2 e_homo_ev="-16.3 / -16.3" multiplicity=1
I -2.508 -0.229 -0.566 0.33
I 0.316 0.062 -2.659 0.31
Lu 0.415 0.051 0.534 0.91
P -0.125 -2.659 -0.419 0.38
C -0.709 -3.734 0.949 -1.15
C -1.182 -3.269 -1.789 -1.15
H -1.001 -4.343 -1.928 0.40
H 1.192 -4.565 -1.131 0.43
H -0.935 -2.709 -2.694 0.39
H 1.878 -3.012 -1.731 0.33
H -1.710 -3.415 1.272 0.33
H -2.233 -3.071 -1.565 0.43
C 1.427 -3.525 -0.875 -1.17
H -0.724 -4.781 0.612 0.40
H 2.125 -3.506 -0.032 0.36
H -0.014 -3.635 1.793 0.36
P -0.055 2.820 -0.077 0.78
C -0.429 4.098 1.186 -1.28
C 1.343 3.639 -0.940 -1.15
H -1.254 2.593 -2.169 0.31
H -1.360 4.287 -1.566 0.40
H -2.366 2.977 -0.844 0.32
C -1.393 3.223 -1.283 -1.09
H 1.597 3.059 -1.835 0.33
H 1.074 4.662 -1.228 0.40
H -0.264 5.115 0.802 0.40
H 0.229 3.926 2.047 0.39
H 2.213 3.680 -0.272 0.38
H -1.468 4.006 1.523 0.41
C -1.106 1.051 2.042 0.36
O -1.859 1.500 2.802 -0.18
O 1.861 -2.179 2.013 -0.53
C 2.235 -1.103 2.526 0.17
O 1.869 0.084 2.099 -0.73
H 2.921 -1.098 3.402 0.39

***

77
Properties=species:S:1:pos:R:3:mulliken_charge:R:1 method="wB97M-V/def2-TZVPD" e_above_lowest_kj_mol=2.82 e_lumo_ha=0.073 homo_lumo_gap_ev=8.156 total_charge=-1 e_homo_ev=-6.2 multiplicity=1
C 3.114 2.210 1.185 -1.03
C 2.419 1.731 -0.104 0.23
C 0.927 2.075 -0.165 -0.63
N 0.363 1.211 -1.188 -0.28
O -0.931 1.605 -1.696 -0.33
P -2.105 1.796 -0.632 0.73
O -3.425 1.712 -1.277 -0.56
O -1.877 3.244 0.026 -0.49
O -1.823 0.835 0.582 -0.25
C -1.506 -0.626 0.316 0.47
O -2.148 -1.120 -0.591 -0.57
O -0.634 -1.027 1.057 -0.62
H 3.502 1.361 1.739 0.27
H 3.924 2.888 0.928 0.29
H 2.384 2.714 1.820 0.32
H 2.445 0.645 -0.189 -0.05
H 2.893 2.135 -1.000 0.30
H 0.526 1.900 0.840 0.34
H 0.777 3.113 -0.461 0.29
H 0.272 0.242 -0.905 0.33
H -2.318 3.251 0.883 0.30
C 1.118 -2.684 1.421 -0.63
N 2.243 -1.834 0.959 1.14
O 2.948 -1.306 1.797 -0.59
O 2.403 -1.722 -0.243 -0.64
H 1.121 -2.681 2.499 0.23
H 0.198 -2.249 1.028 0.22
H 1.289 -3.680 1.023 0.28
C 3.028 -6.188 4.423 -0.77
N 2.171 -5.351 3.539 0.91
O 1.856 -5.808 2.460 -0.53
O 1.852 -4.262 3.964 -0.50
H 3.231 -7.122 3.913 0.30
H 3.939 -5.628 4.608 0.29
H 2.479 -6.346 5.346 0.30
C -5.174 -0.668 -1.936 -0.39
N -6.439 -1.091 -1.289 1.08
O -7.495 -0.746 -1.804 -0.62
O -6.371 -1.757 -0.280 -0.61
H -5.427 -0.095 -2.817 0.13
H -4.607 -0.067 -1.228 0.19
H -4.620 -1.560 -2.189 0.26
C 4.248 3.017 6.010 -0.77
N 3.595 2.851 4.679 0.85
O 2.713 3.632 4.389 -0.52
O 4.000 1.941 3.993 -0.45
H 3.790 3.861 6.512 0.31
H 4.096 2.094 6.560 0.29
H 5.306 3.185 5.831 0.28
C -6.802 2.305 -3.626 -0.55
N -6.279 3.178 -4.714 0.91
O -5.280 3.825 -4.504 -0.51
O -6.911 3.183 -5.756 -0.58
H -6.152 2.396 -2.762 0.26
H -7.808 2.643 -3.399 0.30
H -6.815 1.287 -4.001 0.18
C -7.017 -3.999 -4.377 -0.72
N -5.642 -3.540 -4.720 0.84
O -5.105 -4.018 -5.696 -0.54
O -5.163 -2.708 -3.982 -0.49
H -7.324 -4.735 -5.111 0.31
H -6.974 -4.422 -3.378 0.28
H -7.661 -3.125 -4.390 0.27
C 5.384 -3.240 -0.061 -0.57
N 6.362 -4.249 0.432 0.92
O 6.356 -4.521 1.615 -0.54
O 7.109 -4.743 -0.388 -0.58
H 4.796 -2.890 0.779 0.20
H 5.946 -2.426 -0.506 0.28
H 4.760 -3.728 -0.804 0.28
C 3.711 6.885 -0.717 -0.77
N 3.709 5.405 -0.549 0.88
O 4.386 4.936 0.343 -0.55
O 3.022 4.777 -1.322 -0.48
H 4.361 7.313 0.037 0.31
H 4.070 7.094 -1.720 0.29
H 2.686 7.224 -0.599 0.29

***

24
Properties=species:S:1:pos:R:3:mulliken_charge:R:1 method="wB97M-V/def2-TZVPD" e_above_lowest_kj_mol=797.42 e_lumo_ha=-0.346 homo_lumo_gap_ev=2.734 total_charge=+1 e_homo_ev=-12.1 multiplicity=1
Hg 2.737 -0.259 3.126 1.38
Hg -2.662 1.864 2.729 1.40
Hg 3.253 4.952 1.761 0.17
Hg -0.352 -0.771 -0.862 1.67
S 1.077 -0.280 -3.575 1.25
O 0.963 -1.565 -2.818 -0.42
O 0.424 0.528 -2.474 -0.43
O 2.412 0.085 -3.881 -0.48
O 0.132 -0.208 -4.674 -0.39
S -3.084 0.168 -0.425 1.17
O -2.166 0.550 -1.511 -0.60
O -2.456 -0.995 0.181 -0.64
O -3.211 1.081 0.707 -0.62
O -4.392 -0.305 -0.811 -0.47
S 0.860 -2.809 1.103 0.85
O -0.604 -2.676 0.994 -0.50
O 1.435 -1.901 2.084 -0.48
O 1.255 -4.183 1.172 -0.52
O 1.211 -2.154 -0.221 -0.63
Cl 0.631 1.788 1.489 1.74
O -0.015 1.700 0.175 -0.55
O 1.043 0.425 1.774 -0.62
O 1.764 2.657 1.517 -0.58
O -0.258 2.306 2.442 -0.70

***

15
Properties=species:S:1:pos:R:3:mulliken_charge:R:1 method="wB97M-V/def2-TZVPD" e_above_lowest_kj_mol=335.14 e_lumo_ha=-0.143 homo_lumo_gap_ev=10.166 total_charge=+1 smiles=N[C@](O)(C[NH3+])OCl e_homo_ev=-14.1 multiplicity=1
N -1.131 1.737 -0.324 -0.55
C -0.762 0.425 0.134 0.98
O -0.611 0.137 1.468 -0.55
C 0.630 -0.084 -0.431 -1.05
N 0.640 -1.444 0.150 -0.25
O -1.618 -0.495 -0.522 -0.36
Cl -3.248 -0.359 -0.024 0.02
H -0.599 2.150 -1.078 0.25
H -2.106 1.808 -0.548 0.28
H -1.243 0.489 2.047 0.37
H 0.695 -0.262 -1.459 0.43
H 1.498 0.630 -0.247 0.39
H 1.534 -1.864 -0.027 0.32
H 0.036 -2.098 -0.334 0.30
H 0.477 -1.094 1.184 0.41

***

52
Properties=species:S:1:pos:R:3:mulliken_charge:R:1 method="wB97M-V/def2-TZVPD" e_lumo_ha="0.018 / 0.018" homo_lumo_gap_ev="8.447 / 9.751" e_homo_ev="-8.0 / -9.3" s_squared=0.754 multiplicity=2
C 3.481 0.584 3.682 -1.26
C 2.058 1.093 3.444 0.76
O 1.729 1.936 4.549 -0.62
C 1.015 -0.027 3.278 -0.96
O 0.049 0.277 2.271 -0.43
C 0.175 -0.373 1.018 0.39
I -1.263 0.718 -0.208 0.13
C 1.549 -0.177 0.391 -1.21
C 1.867 -1.069 -0.832 1.69
C 2.139 -0.199 -2.056 -1.70
C 3.102 -1.939 -0.555 -2.13
N 0.705 -1.940 -1.175 0.91
O 0.808 -2.542 -2.294 -0.66
C -0.108 -2.671 -0.163 1.67
C 0.549 -4.019 0.166 -1.93
C -1.466 -2.945 -0.805 -1.56
C -0.260 -1.826 1.118 -1.43
H 4.135 0.809 2.839 0.26
H 3.890 1.076 4.564 0.41
H 3.516 -0.494 3.854 0.28
H 2.020 1.694 2.528 0.20
H 0.850 2.311 4.397 0.32
H 1.493 -0.991 3.089 0.28
H 0.455 -0.116 4.212 0.45
H 2.306 -0.370 1.155 0.23
H 1.648 0.874 0.120 0.36
H 2.844 0.590 -1.787 0.47
H 2.562 -0.793 -2.864 0.39
H 1.217 0.261 -2.414 0.35
H 3.075 -2.400 0.432 0.39
H 3.993 -1.306 -0.596 0.47
H 3.191 -2.714 -1.317 0.42
H -0.094 -4.558 0.867 0.44
H 0.653 -4.615 -0.741 0.42
H 1.525 -3.904 0.631 0.35
H -1.365 -3.666 -1.614 0.39
H -2.148 -3.347 -0.053 0.43
H -1.889 -2.029 -1.214 0.31
H 0.317 -2.290 1.925 0.40
H -1.302 -1.839 1.440 0.29
O -1.757 3.988 -3.740 -0.58
C -2.774 3.738 -3.170 0.42
O -2.791 3.125 -1.957 -0.24
C -4.142 2.864 -1.540 -0.41
C -5.001 3.855 -2.321 -0.53
C -4.201 4.005 -3.611 -0.39
H -4.382 1.827 -1.788 0.29
H -4.184 2.990 -0.461 0.32
H -6.020 3.503 -2.464 0.32
H -5.038 4.808 -1.793 0.26
H -4.464 3.248 -4.353 0.25
H -4.266 4.983 -4.081 0.30

***

21
Properties=species:S:1:pos:R:3:mulliken_charge:R:1 method="wB97M-V/def2-TZVPD" e_above_lowest_kj_mol=274.72 e_lumo_ha=-0.151 homo_lumo_gap_ev=8.398 total_charge=+1 e_homo_ev=-12.5 multiplicity=1
C -2.967 0.672 -0.285 -0.58
C -2.726 -0.651 -0.196 0.48
C -0.942 0.511 0.483 -0.05
C 3.588 -0.395 -0.388 -0.95
C 1.061 0.910 0.952 -0.75
N -1.842 1.417 0.153 0.03
N -1.389 -0.720 0.326 0.01
N -3.355 -1.776 -0.562 -0.45
O 1.287 -1.492 0.364 -0.73
O 1.175 0.061 -1.483 -0.58
S 1.733 -0.255 -0.233 1.24
H -3.938 1.120 -0.726 0.30
H 3.983 -0.255 0.615 0.34
H 3.588 -1.464 -0.705 0.34
H 4.013 0.188 -1.224 0.36
H 1.007 0.484 1.885 0.51
H 1.124 1.945 0.600 0.41
H -1.930 2.399 0.308 0.24
H -0.663 -1.411 0.415 0.31
H -4.387 -1.867 -0.455 0.26
H -2.694 -2.584 -0.753 0.25